{
  "formula": "C36H51N6O7SiV",
  "method": "the ωB97M-V functional and the def2-TZVPD basis",
  "homo_lumo_gap_ev": [6.87, 7.10],
  "s_squared": 2.012,
  "multiplicity": 3,
  "homo_ev": [-6.94, -7.18],
  "de_lowest_kcal_mol": 11.2,
  "e_tot_ev": -95009.556,
  "elements": ["V", "O", "C", "N", "C", "C", "C", "C", "C", "C", "N", "C", "O", "C", "C", "C", "C", "C", "N", "C", "C", "C", "C", "C", "N", "H", "H", "H", "H", "H", "H", "H", "H", "H", "H", "H", "H", "C", "C", "C", "C", "O", "Si", "O", "O", "C", "C", "C", "C", "O", "C", "C", "C", "C", "H", "H", "H", "H", "H", "H", "H", "H", "H", "H", "H", "H", "H", "H", "H", "H", "H", "H", "H", "H", "H", "H", "H", "H", "H", "H", "H", "C", "N", "C", "C", "C", "N", "C", "C", "O", "H", "H", "H", "H", "H", "H", "H", "H", "H", "H", "H", "H"],
  "xyz": [[0.196, 0.153, -0.146], [0.635, 3.830, -1.689], [0.261, 2.724, -1.340], [0.936, 1.562, -1.254], [2.024, 1.186, -2.066], [2.900, 2.036, -2.717], [3.843, 1.490, -3.586], [3.892, 0.124, -3.801], [3.001, -0.737, -3.162], [2.063, -0.210, -2.286], [1.058, -0.901, -1.587], [0.788, -2.204, -1.722], [1.300, -3.052, -2.444], [-0.353, -2.602, -0.802], [-0.841, -3.898, -0.787], [-1.860, -4.216, 0.092], [-2.364, -3.230, 0.932], [-1.832, -1.958, 0.852], [-0.853, -1.648, -0.002], [-1.215, 2.470, -1.045], [-2.149, 3.484, -1.118], [-3.490, 3.169, -0.970], [-3.848, 1.844, -0.775], [-2.848, 0.888, -0.716], [-1.558, 1.186, -0.844], [2.838, 3.101, -2.547], [4.540, 2.144, -4.095], [4.628, -0.289, -4.480], [3.024, -1.800, -3.342], [-0.394, -4.614, -1.462], [-2.260, -5.221, 0.128], [-3.150, -3.441, 1.643], [-2.184, -1.149, 1.480], [-1.797, 4.489, -1.304], [-4.246, 3.942, -1.023], [-4.882, 1.546, -0.676], [-3.091, -0.157, -0.575], [1.977, 2.084, 4.878], [2.880, 1.665, 3.726], [2.611, 2.535, 2.500], [4.344, 1.765, 4.138], [2.568, 0.289, 3.469], [2.715, -0.532, 2.048], [1.390, -0.333, 1.165], [2.938, -2.110, 2.391], [2.849, -3.077, 3.429], [3.243, -2.480, 4.775], [3.813, -4.194, 3.042], [1.424, -3.618, 3.474], [4.030, 0.028, 1.263], [5.260, -0.562, 0.821], [5.887, 0.461, -0.114], [5.000, -1.868, 0.082], [6.157, -0.807, 2.031], [2.192, 3.110, 5.186], [2.128, 1.422, 5.732], [0.933, 2.023, 4.568], [2.730, 3.590, 2.758], [1.598, 2.370, 2.134], [3.305, 2.298, 1.693], [4.622, 2.806, 4.318], [4.975, 1.371, 3.343], [4.524, 1.191, 5.048], [4.287, -2.161, 4.763], [3.121, -3.226, 5.563], [2.625, -1.613, 5.005], [4.825, -3.798, 2.945], [3.521, -4.628, 2.085], [3.817, -4.980, 3.799], [0.737, -2.852, 3.829], [1.358, -4.478, 4.143], [1.116, -3.926, 2.473], [5.247, 0.618, -0.982], [6.867, 0.120, -0.456], [6.010, 1.414, 0.405], [4.350, -1.692, -0.771], [4.527, -2.598, 0.737], [5.942, -2.284, -0.282], [6.397, 0.133, 2.532], [7.091, -1.281, 1.723], [5.656, -1.463, 2.744], [-0.658, -0.379, 3.955], [-1.343, 0.900, 3.952], [-1.788, 1.356, 5.258], [-2.688, 2.562, 5.117], [-1.946, 3.607, 4.312], [-1.517, 3.044, 3.043], [-1.227, 4.001, 1.994], [-1.222, 1.724, 2.870], [-0.875, 1.297, 1.759], [0.042, -0.396, 4.793], [-0.086, -0.500, 3.039], [-1.364, -1.206, 4.074], [-0.922, 1.601, 5.886], [-2.310, 0.527, 5.741], [-2.956, 2.953, 6.098], [-3.606, 2.282, 4.596], [-1.082, 3.982, 4.876], [-2.588, 4.462, 4.095], [-0.547, 4.769, 2.372], [-2.143, 4.485, 1.645], [-0.750, 3.499, 1.161]],
  "lowdin_spin": [1.857, -0.001, 0.002, -0.007, 0.002, 0.000, -0.001, 0.000, -0.001, 0.002, -0.008, 0.011, 0.025, 0.010, -0.001, 0.008, -0.001, 0.009, 0.006, 0.010, -0.001, 0.009, -0.001, 0.010, 0.004, 0.000, 0.000, 0.000, 0.000, 0.000, 0.000, 0.000, 0.001, 0.000, 0.001, 0.000, 0.000, 0.000, 0.000, 0.000, 0.000, 0.000, 0.007, 0.030, 0.002, 0.000, 0.000, 0.000, 0.000, 0.000, 0.000, 0.000, 0.000, 0.000, 0.000, 0.000, 0.000, 0.000, 0.000, 0.000, 0.000, 0.000, 0.000, 0.000, 0.000, 0.000, 0.000, 0.000, 0.000, 0.000, 0.000, 0.000, 0.000, 0.000, 0.000, 0.000, 0.000, 0.000, 0.000, 0.000, 0.000, 0.000, 0.001, 0.000, 0.000, 0.000, 0.001, 0.000, 0.001, 0.011, 0.000, 0.000, 0.000, 0.000, 0.000, 0.000, 0.000, 0.000, 0.000, 0.000, 0.000, 0.000]
}


{
  "formula": "C36H53BCl5CsN6O",
  "method": "the ωB97M-V functional and the def2-TZVPD basis",
  "homo_lumo_gap_ev": 6.31,
  "total_charge": -2,
  "multiplicity": 1,
  "homo_ev": -2.43,
  "de_lowest_kcal_mol": 0.7,
  "e_tot_ev": -113021.468,
  "elements": ["Cs", "C", "C", "C", "C", "C", "C", "C", "C", "C", "N", "N", "B", "N", "N", "C", "C", "C", "C", "C", "C", "C", "C", "C", "N", "N", "C", "C", "C", "C", "C", "C", "C", "C", "C", "H", "H", "H", "H", "H", "H", "H", "H", "H", "H", "H", "H", "H", "H", "H", "H", "H", "H", "H", "H", "H", "H", "H", "H", "H", "H", "H", "H", "H", "H", "H", "H", "H", "H", "H", "H", "H", "H", "H", "H", "H", "H", "H", "H", "H", "H", "Cl", "C", "C", "C", "Cl", "C", "Cl", "C", "Cl", "C", "Cl", "C", "C", "C", "O", "H", "H", "H", "H", "H", "H", "H"],
  "xyz": [[3.512, 1.229, -0.100], [2.812, -2.530, 2.979], [1.578, -3.403, 2.764], [1.885, -4.532, 1.776], [0.403, -2.592, 2.289], [-0.957, -2.729, 2.626], [-1.602, -1.771, 1.865], [-3.077, -1.511, 1.735], [-3.587, -0.555, 2.813], [-3.870, -2.818, 1.756], [-0.661, -1.132, 1.132], [0.569, -1.626, 1.405], [-0.707, 0.059, 0.130], [-0.752, -0.401, -1.366], [-0.361, 0.561, -2.238], [-0.292, -0.006, -3.429], [-0.652, -1.360, -3.353], [-0.924, -1.580, -2.013], [-1.346, -2.884, -1.394], [-0.221, -3.916, -1.491], [-2.628, -3.403, -2.051], [0.155, 0.778, -4.631], [1.519, 1.422, -4.383], [-0.878, 1.833, -5.026], [-1.863, 1.051, 0.467], [-1.605, 1.901, 1.486], [-2.656, 2.696, 1.598], [-3.626, 2.368, 0.634], [-3.077, 1.307, -0.067], [-3.697, 0.559, -1.216], [-5.147, 0.180, -0.908], [-3.614, 1.385, -2.502], [-2.683, 3.775, 2.648], [-2.203, 3.238, 3.995], [-4.068, 4.402, 2.774], [3.648, -3.127, 3.353], [3.119, -2.068, 2.039], [2.607, -1.728, 3.689], [1.291, -3.857, 3.720], [2.161, -4.111, 0.807], [2.718, -5.146, 2.129], [1.014, -5.176, 1.629], [-1.402, -3.433, 3.311], [-3.238, -1.036, 0.767], [-3.457, -1.006, 3.802], [-3.035, 0.384, 2.789], [-4.649, -0.336, 2.667], [-3.777, -3.310, 2.728], [-4.931, -2.623, 1.579], [-3.516, -3.515, 0.994], [0.333, 0.623, 0.262], [-0.676, -2.084, -4.153], [-1.542, -2.723, -0.343], [-0.016, -4.170, -2.535], [0.697, -3.524, -1.050], [-0.494, -4.833, -0.961], [-2.485, -3.525, -3.127], [-2.914, -4.373, -1.633], [-3.460, -2.709, -1.901], [0.251, 0.062, -5.454], [1.459, 2.106, -3.535], [2.273, 0.669, -4.146], [1.853, 1.986, -5.259], [-0.998, 2.556, -4.217], [-0.559, 2.373, -5.923], [-1.853, 1.381, -5.220], [-4.589, 2.825, 0.469], [-3.129, -0.358, -1.376], [-5.754, 1.073, -0.739], [-5.581, -0.368, -1.749], [-5.224, -0.445, -0.015], [-4.191, 2.309, -2.395], [-2.578, 1.646, -2.717], [-4.015, 0.822, -3.350], [-1.986, 4.561, 2.335], [-2.909, 2.496, 4.379], [-1.234, 2.753, 3.892], [-2.121, 4.046, 4.728], [-4.804, 3.646, 3.062], [-4.069, 5.183, 3.538], [-4.395, 4.848, 1.833], [4.715, 3.230, 2.729], [5.321, 4.336, 1.463], [4.895, 4.139, 0.174], [5.404, 5.031, -0.738], [4.917, 4.867, -2.445], [6.279, 6.068, -0.426], [6.881, 7.172, -1.629], [6.678, 6.221, 0.901], [7.764, 7.498, 1.346], [6.195, 5.340, 1.867], [6.693, 5.532, 3.522], [3.937, -2.879, -1.238], [5.175, -2.044, -0.871], [5.882, -2.680, 0.338], [4.839, -0.745, -0.635], [4.176, -3.936, -1.416], [3.467, -2.469, -2.135], [3.207, -2.814, -0.425], [5.886, -2.151, -1.728], [5.191, -2.735, 1.185], [6.724, -2.049, 0.633], [6.252, -3.691, 0.124]],
  "lowdin_charge": [0.970, -0.073, -0.372, -0.069, -0.294, 0.020, -0.232, -0.355, -0.047, -0.067, 0.017, 0.156, -0.481, 0.029, 0.139, -0.304, 0.021, -0.216, -0.349, -0.048, -0.066, -0.376, -0.068, -0.084, 0.031, 0.133, -0.302, 0.012, -0.227, -0.355, -0.064, -0.054, -0.377, -0.082, -0.096, 0.072, 0.062, 0.079, 0.125, 0.049, 0.072, 0.071, 0.097, 0.099, 0.081, 0.057, 0.075, 0.071, 0.070, 0.069, 0.074, 0.101, 0.103, 0.077, 0.067, 0.075, 0.071, 0.071, 0.068, 0.127, 0.078, 0.081, 0.070, 0.076, 0.067, 0.069, 0.095, 0.107, 0.071, 0.073, 0.063, 0.079, 0.052, 0.076, 0.136, 0.074, 0.072, 0.068, 0.078, 0.068, 0.069, 0.535, -0.714, -0.253, -0.719, 0.552, -0.718, 0.598, -0.720, 0.607, -0.716, 0.605, -0.088, -0.689, -0.089, -0.703, 0.064, 0.065, 0.042, 0.107, 0.048, 0.062, 0.057]
}


Which value of multiplicity does entry 2 give?
1